1.
Molecular formula: C15H13Cl3N5O8S3SbSe4W
Method: DFT, ωB97M-V/def2-TZVPD

Last column: Mulliken charge in e.
Element x y z (Å)
W: -0.39968 0.46413 -0.52629  2.295
N: -1.48038 -0.25821 3.87619  -0.505
N: -0.50422 0.35884 4.70794  -0.138
C: 0.66872 0.80164 4.17100  0.383
O: 1.35770 1.67903 4.60152  -0.531
O: 0.99636 0.03870 3.05713  -0.282
H: -2.03028 -0.87907 4.46839  0.346
H: -0.97848 -0.84610 3.21178  0.217
H: -0.90315 1.00495 5.37682  0.282
O: -0.30099 1.34429 1.45172  0.170
S: 1.15985 0.93753 1.65014  0.339
O: 1.20756 1.80311 -0.46344  -0.734
O: 1.15659 -0.27539 0.69756  -0.514
C: 1.21528 3.14826 -0.36064  -0.296
C: 2.22927 3.74650 0.39035  -0.256
C: 2.26496 5.12005 0.55488  -0.655
C: 1.29726 5.94109 -0.01141  -0.718
C: 0.29997 5.36171 -0.77325  -0.536
C: 0.27268 3.98456 -0.95824  0.840
S: -0.96310 3.34659 -2.02601  0.205
O: 0.52381 0.09970 -2.21186  -0.480
O: -0.31677 2.85838 -3.23262  -0.509
O: -1.25075 1.98846 -1.06956  0.003
H: 2.99942 3.13667 0.84257  0.517
H: 3.06336 5.55399 1.14312  0.392
H: 1.32457 7.01121 0.13604  0.418
H: -0.46453 5.97550 -1.23598  0.398
N: 1.54993 -6.46304 -2.06532  -0.328
C: 0.63763 -6.16802 -1.12485  -0.234
S: -0.11747 -7.28756 -0.19857  -0.321
C: 0.40255 -4.70655 -0.93557  0.973
C: 1.44779 -3.79425 -0.96143  -0.942
C: 1.18202 -2.45263 -0.76980  -0.399
N: -0.04973 -1.97608 -0.56529  0.433
C: -1.06057 -2.85891 -0.57469  -0.424
C: -0.87949 -4.21641 -0.72991  -0.991
H: 1.75151 -7.43128 -2.25233  0.220
H: 1.88957 -5.76372 -2.70366  0.202
H: 2.47171 -4.11241 -1.10368  0.499
H: 1.98386 -1.73091 -0.78822  0.657
H: -2.05309 -2.45593 -0.45292  0.391
H: -1.72094 -4.89331 -0.70471  0.438
Cl: 0.49266 -2.38817 -4.14614  -0.131
C: -0.48356 -0.88684 -4.22160  0.585
Cl: -2.07228 -1.24875 -4.86533  -0.120
Cl: 0.34703 0.30085 -5.21985  -0.093
C: -0.60126 -0.38452 -2.79345  -0.052
N: -1.60065 -0.42500 -2.03589  -0.661
Se: -1.93939 3.25975 3.40531  -0.398
Sb: -3.12526 1.20203 2.56241  1.145
Se: -4.87488 0.15524 3.75828  -0.571
Se: -3.43038 3.50027 1.50265  -0.366
Se: -2.59236 -0.21997 0.51671  -0.161

Energy relative to the best compared isomer or geometry (same formula, charge and spin) in eV: 1.434
Multiplicity: 1
Frontier orbital gap in hartree: 0.22173

=====

2.
Molecular formula: C15H13F3N2O2
Method: DFT, ωB97M-V/def2-TZVPD

Last column: Mulliken charge in e.
Element x y z (Å)
O: -2.31958 -1.88205 1.12004  -0.630
C: -1.80864 -1.11525 0.33449  0.405
N: -2.46433 -0.08378 -0.28308  -0.113
C: -3.80111 0.28960 -0.16720  0.519
C: -4.22922 1.44276 -0.82496  -0.565
C: -5.55488 1.82134 -0.72738  -0.389
C: -6.41041 1.03060 0.02598  -0.327
N: -6.01288 -0.06329 0.65126  -0.559
C: -4.75048 -0.43080 0.56462  -0.342
C: -0.36589 -1.19726 -0.04340  0.493
C: 0.08143 -0.96096 -1.33937  -0.668
C: 1.42802 -1.05669 -1.63720  -0.834
C: 2.34509 -1.38378 -0.64779  0.938
C: 3.82015 -1.46396 -0.95052  -0.996
O: 4.63824 -0.80171 0.00681  -0.341
C: 4.78418 0.57087 -0.14646  -0.534
C: 3.59357 1.41588 0.33680  0.829
F: 2.59290 1.48596 -0.55608  -0.249
F: 3.06882 0.98236 1.48200  -0.242
F: 3.98895 2.68491 0.54169  -0.296
C: 1.89486 -1.64672 0.64074  -0.292
C: 0.55021 -1.56020 0.93927  -0.786
H: -1.90052 0.53245 -0.85413  0.188
H: -3.52664 2.03001 -1.40228  0.354
H: -5.91372 2.70913 -1.22483  0.371
H: -7.45698 1.28035 0.13483  0.361
H: -4.47512 -1.32892 1.09561  0.584
H: -0.61836 -0.72586 -2.12900  0.516
H: 1.76818 -0.86877 -2.64526  0.348
H: 4.02918 -1.07565 -1.95641  0.407
H: 4.14662 -2.50813 -0.90245  0.319
H: 5.64020 0.85918 0.47205  0.325
H: 4.97402 0.85776 -1.19238  0.341
H: 2.61060 -1.90482 1.40628  0.435
H: 0.19011 -1.76464 1.93564  0.431

Energy relative to the best compared isomer or geometry (same formula, charge and spin) in eV: 0.124
SMILES: O=C(Nc1cccnc1)c1ccc(COCC(F)(F)F)cc1
Multiplicity: 1
Frontier orbital gap in hartree: 0.33806

=====

3.
Molecular formula: C15H13FN2O4S
Method: DFT, ωB97M-V/def2-TZVPD

Last column: Mulliken charge in e.
Element x y z (Å)
C: 2.49904 4.61661 -1.51304  -0.748
O: 2.97712 3.28446 -1.54822  -0.424
C: 2.12383 2.24483 -1.50782  0.345
C: 2.72169 0.97801 -1.58944  -0.865
C: 1.97388 -0.17835 -1.55543  -0.405
C: 0.59771 -0.09350 -1.43956  -0.284
S: -0.37140 -1.58926 -1.35782  1.467
O: -1.76011 -1.25342 -1.47885  -0.672
O: 0.18549 -2.56744 -2.23795  -0.743
N: -0.03220 -2.10926 0.23781  0.017
C: -0.36205 -3.51040 0.41816  -0.546
C: -1.85855 -3.76427 0.54740  0.497
O: -2.41026 -4.77180 0.17467  -0.656
N: -2.52973 -2.76461 1.18343  -0.025
C: -1.94944 -1.58350 1.62140  0.673
C: -2.61424 -0.72261 2.48528  -0.647
C: -2.00549 0.45050 2.89397  -0.629
C: -0.72955 0.76549 2.45643  -0.783
C: -0.05983 -0.08652 1.59333  -0.509
C: -0.66630 -1.25753 1.16968  -0.132
C: -0.03017 1.13126 -1.36124  -0.097
C: 0.72863 2.28711 -1.39382  0.463
F: 0.06325 3.46313 -1.30396  -0.323
H: 1.83867 4.82962 -2.35630  0.312
H: 1.97742 4.83333 -0.57826  0.306
H: 3.38909 5.23942 -1.58379  0.246
H: 3.79547 0.94759 -1.68192  0.420
H: 2.43412 -1.14982 -1.62580  0.462
H: 0.14076 -3.87766 1.32079  0.345
H: 0.01825 -4.05229 -0.44884  0.374
H: -3.52337 -2.89482 1.32603  0.225
H: -3.61000 -0.97115 2.82121  0.391
H: -2.52957 1.11986 3.55853  0.392
H: -0.25414 1.67664 2.78434  0.429
H: 0.93541 0.14453 1.24764  0.570
H: -1.10344 1.18584 -1.27805  0.553

Energy relative to the best compared isomer or geometry (same formula, charge and spin) in eV: 0.000
SMILES: COc1ccc(S(=O)(=O)N2CC(=O)Nc3ccccc32)cc1F
Multiplicity: 1
Frontier orbital gap in hartree: 0.33895

=====

4.
Molecular formula: C15H13MnN3O3S3
Method: DFT, ωB97M-V/def2-TZVPD

Last column: Mulliken charge in e.
Element x y z (Å)
Mn: -0.19471 -0.40355 -1.94548  0.469
O: 3.26192 -0.69076 2.23100  -0.669
C: 4.03120 -0.77202 1.13804  0.294
C: 5.41553 -0.77036 1.31346  -0.676
C: 6.26301 -0.83139 0.22653  -0.297
C: 5.74888 -0.90326 -1.06649  -0.716
C: 4.38235 -0.92113 -1.24790  -0.575
C: 3.50439 -0.85724 -0.16217  0.488
C: 2.05901 -0.86457 -0.42873  1.220
O: 1.64062 -0.96705 -1.64466  -1.003
N: 1.24876 -0.77769 0.61066  -0.211
N: -0.07947 -0.71735 0.25430  -0.571
C: -0.90740 -0.75909 1.22236  0.208
S: -0.40135 -0.94859 2.89556  -0.089
C: -2.04318 -0.53458 3.56367  -0.565
C: -3.07544 -1.12573 2.63042  -0.590
S: -2.62929 -0.58475 0.94947  -0.049
H: 2.32205 -0.66954 1.93190  0.649
H: 5.79692 -0.71736 2.32503  0.409
H: 7.33422 -0.82232 0.38355  0.373
H: 6.41300 -0.94357 -1.91953  0.400
H: 3.95670 -0.98784 -2.23946  0.359
H: -2.13318 0.55001 3.60450  0.299
H: -2.10757 -0.94529 4.57041  0.364
H: -4.08119 -0.76215 2.83695  0.382
H: -3.06662 -2.21410 2.65359  0.310
O: -2.18394 -0.46910 -2.40838  -0.772
N: -2.86946 0.65142 -2.22820  0.625
C: -4.21353 0.55370 -2.17740  -0.256
C: -5.00536 1.65444 -2.00322  -0.765
C: -4.40326 2.90864 -1.88838  -0.125
C: -3.03367 2.99761 -1.94255  -0.812
C: -2.23618 1.85266 -2.09068  0.668
S: -0.51906 1.95785 -2.07976  -0.413
H: -4.59797 -0.44845 -2.28826  0.439
H: -6.07811 1.53974 -1.95904  0.403
H: -5.00118 3.80010 -1.75614  0.391
H: -2.51746 3.94263 -1.86499  0.405

<S²>: 8.76
Energy relative to the best compared isomer or geometry (same formula, charge and spin) in eV: 0.008
Multiplicity: 6
Frontier orbital gap (spin up / spin down) in hartree: 0.29473 / 0.29341

=====

5.
Molecular formula: C15H14BrNO3S
Method: DFT, ωB97M-V/def2-TZVPD

Last column: Mulliken charge in e.
Element x y z (Å)
C: 0.38671 2.09911 6.24580  -1.417
C: 0.24586 1.88230 4.77159  0.705
C: -0.98159 1.55851 4.20545  -0.856
C: -1.11497 1.33670 2.84921  -0.349
C: -0.01489 1.43052 1.99925  0.802
N: -0.09393 1.21674 0.62404  -0.043
C: -1.18765 0.91129 -0.11869  0.558
O: -2.31830 0.81008 0.29183  -0.680
C: -0.86793 0.73467 -1.61445  -0.467
O: -1.63937 -0.33380 -2.13947  -0.203
C: -1.48174 -1.50097 -1.50693  0.828
O: -0.72240 -1.65782 -0.58830  -0.573
C: -2.32481 -2.58480 -2.14874  -0.854
C: -1.53154 -3.16009 -3.27666  0.402
C: -0.70817 -4.24252 -3.25752  -0.638
C: -0.07493 -4.47626 -4.49951  -0.379
C: -0.41960 -3.56254 -5.43998  -0.494
S: -1.52500 -2.39308 -4.83149  -0.105
C: 1.21311 1.75731 2.57664  -0.209
Br: 2.77527 1.91805 1.47857  -0.268
C: 1.34770 1.97866 3.93275  -0.637
H: 1.25627 2.71202 6.46911  0.365
H: -0.50051 2.58101 6.64966  0.371
H: 0.50764 1.14087 6.75179  0.283
H: -1.85289 1.47747 4.83766  0.365
H: -2.07282 1.08465 2.42691  0.522
H: 0.80257 1.23430 0.15137  0.103
H: 0.19693 0.53875 -1.77913  0.359
H: -1.18254 1.62282 -2.16619  0.246
H: -3.25143 -2.14221 -2.51325  0.313
H: -2.53105 -3.35475 -1.40522  0.351
H: -0.56128 -4.85540 -2.38659  0.408
H: 0.60457 -5.28996 -4.67826  0.389
H: -0.09566 -3.49747 -6.45946  0.432
H: 2.31713 2.22908 4.33700  0.368

SMILES: Cc1ccc(NC(=O)COC(=O)Cc2cccs2)c(Br)c1
Multiplicity: 1
Frontier orbital gap in hartree: 0.33434

=====

6.
Molecular formula: C15H14ClI4S2W
Method: DFT, ωB97M-V/def2-TZVPD

Last column: Mulliken charge in e.
Element x y z (Å)
W: 0.31521 -0.48585 0.09315  -0.399
I: -1.79869 -0.05527 2.02623  0.379
C: -3.08968 -1.41835 1.03090  -0.756
I: -2.30890 -1.82164 -0.90598  0.394
H: -4.06330 -0.95345 0.93041  0.473
H: -3.11350 -2.34227 1.59583  0.432
I: 1.16940 2.38853 0.60802  0.452
C: -0.14729 3.24026 -0.82045  -0.786
I: -1.41297 1.67277 -1.47050  0.421
H: 0.43563 3.60362 -1.65719  0.447
H: -0.73948 4.01236 -0.34338  0.456
S: 2.31015 -0.48123 1.36032  -0.235
C: 2.48057 -1.92830 2.25546  0.695
C: 3.51707 -2.09370 3.18292  -0.799
C: 3.63233 -3.30730 3.81775  -0.545
C: 2.74042 -4.36656 3.54418  -0.632
C: 1.72237 -4.21624 2.63823  -0.759
C: 1.58942 -2.97618 1.98529  0.847
S: 0.33215 -2.70281 0.87361  -0.102
H: 4.20223 -1.28396 3.39752  0.474
H: 4.42325 -3.45051 4.54245  0.434
H: 2.85774 -5.31035 4.06043  0.438
H: 1.03583 -5.02593 2.42817  0.476
Cl: 3.98531 -5.47813 -4.08305  -0.060
C: 3.09975 -4.21238 -3.42854  0.502
C: 2.08770 -3.60846 -4.19982  -0.853
C: 1.39736 -2.55366 -3.68236  -0.605
C: 1.67840 -2.06658 -2.37067  0.690
C: 0.97679 -0.93700 -1.90716  -0.012
C: 2.69401 -2.71605 -1.60733  -0.044
C: 3.39296 -3.76651 -2.12602  -1.079
H: 1.88574 -3.97633 -5.19674  0.466
H: 0.63430 -2.07084 -4.28185  0.383
H: 0.37598 -0.45778 -2.67417  0.596
H: 1.66786 -0.16157 -1.34572  0.333
H: 2.94098 -2.34992 -0.61931  0.411
H: 4.17591 -4.25539 -1.56258  0.468

Energy relative to the best compared isomer or geometry (same formula, charge and spin) in eV: 0.179
Multiplicity: 1
Frontier orbital gap (spin up / spin down) in hartree: 0.18520 / 0.18513
Charge: +3

=====

7.
Molecular formula: C15H14F6N2O5PdSSb
Method: DFT, ωB97M-V/def2-TZVPD

Last column: Mulliken charge in e.
Element x y z (Å)
Pd: 0.07628 0.22743 -0.19111  0.987
O: 3.78782 1.41764 2.27817  -0.403
C: 2.82409 0.77881 2.33523  0.825
O: 1.85301 0.14390 2.41286  -0.426
C: 3.26787 -0.74166 -0.42663  -1.451
C: 2.28639 -1.86081 -0.33605  0.324
C: 2.67101 -2.95964 -1.33858  -0.787
C: 2.39677 -2.25360 -2.69345  -0.956
C: 1.82856 -0.90451 -2.25304  -0.085
O: 1.12956 -1.28965 -1.03232  -0.010
C: 2.93861 -0.00315 -1.69309  0.283
C: 2.48891 1.43881 -1.39748  0.120
O: 3.19007 2.36792 -1.72015  -0.682
O: 1.34702 1.61812 -0.76659  -0.773
H: 4.23705 -0.74539 0.04823  0.472
H: 1.97978 -2.19419 0.65121  0.521
H: 2.02809 -3.82789 -1.20745  0.377
H: 3.70896 -3.26282 -1.21346  0.409
H: 1.65376 -2.79650 -3.27297  0.352
H: 3.29157 -2.12878 -3.30080  0.391
H: 1.11159 -0.44309 -2.92531  0.447
H: 3.78776 0.08433 -2.37121  0.534
N: -0.95582 3.10561 -1.26303  -0.318
C: -1.53368 2.68802 -0.13693  0.596
N: -1.11882 1.65262 0.56123  0.244
C: -1.88449 1.45513 1.71649  -0.184
C: -1.67719 0.48157 2.68456  -0.349
C: -2.54367 0.42871 3.76117  -0.839
C: -3.60025 1.33010 3.88432  -0.511
C: -3.80311 2.31254 2.93138  -0.525
C: -2.93128 2.36267 1.85534  0.883
S: -2.91746 3.49832 0.53034  -0.322
H: -0.01462 2.77466 -1.45468  0.278
H: -1.31255 3.91042 -1.74334  0.202
H: -0.86099 -0.22028 2.58933  0.360
H: -2.40050 -0.33085 4.51770  0.392
H: -4.26705 1.26443 4.73309  0.385
H: -4.61647 3.01951 3.02339  0.391
F: -1.40698 -0.89922 -2.36612  -0.628
Sb: -2.56164 -1.81080 -1.16561  2.399
F: -3.70724 -2.35372 -2.53677  -0.536
F: -3.44515 -0.17384 -0.87355  -0.580
F: -3.55534 -2.63209 0.18979  -0.546
F: -1.32237 -1.21092 0.28676  -0.697
F: -1.44786 -3.31790 -1.31085  -0.562

<S²>: 0.75
Energy relative to the best compared isomer or geometry (same formula, charge and spin) in eV: 0.000
Multiplicity: 2
Frontier orbital gap (spin up / spin down) in hartree: 0.29837 / 0.30012

=====

8.
Molecular formula: C15H14N2O3S
Method: DFT, ωB97M-V/def2-TZVPD

Last column: Mulliken charge in e.
Element x y z (Å)
C: -3.22716 -0.55006 1.46786  -0.739
O: -1.82445 -0.74899 1.41283  -0.237
C: -1.37227 -1.42683 0.34941  0.308
O: -2.09514 -1.87129 -0.51247  -0.672
C: 0.08659 -1.52067 0.35375  0.992
C: 0.98045 -0.91507 1.28380  -0.249
C: 2.23582 -1.15504 0.81517  -0.084
C: 3.53157 -0.58888 1.22782  -0.956
S: 3.93893 0.86574 0.12978  -0.249
C: 2.29969 1.45399 -0.05810  0.060
N: 1.56605 1.96753 0.88005  -0.647
C: 0.31789 2.10844 0.32943  0.995
C: -0.86575 2.56707 0.89618  -0.606
C: -1.99595 2.55346 0.10766  -0.600
C: -1.96766 2.09806 -1.21293  -0.435
C: -0.80358 1.64367 -1.79807  -1.053
C: 0.33667 1.65437 -1.01205  0.392
N: 1.62752 1.24945 -1.23242  0.085
O: 2.17110 -1.87732 -0.33700  -0.346
C: 0.87709 -2.09895 -0.61536  0.298
C: 0.52045 -2.87828 -1.82352  -1.429
H: -3.56277 0.00446 0.58913  0.307
H: -3.74697 -1.51028 1.49875  0.313
H: -3.41702 0.01837 2.37434  0.242
H: 0.70865 -0.36555 2.15973  0.570
H: 4.36173 -1.27684 1.08435  0.456
H: 3.48958 -0.22347 2.25057  0.369
H: -0.88577 2.91002 1.91759  0.460
H: -2.93325 2.89958 0.51821  0.447
H: -2.88143 2.09755 -1.78844  0.394
H: -0.78447 1.28458 -2.81564  0.429
H: 2.01948 0.86888 -2.07768  0.204
H: 1.13216 -2.56964 -2.66907  0.327
H: -0.53283 -2.72737 -2.04102  0.346
H: 0.69505 -3.94066 -1.65257  0.308

Energy relative to the best compared isomer or geometry (same formula, charge and spin) in eV: 0.000
SMILES: COC(=O)c1cc(CSc2nc3ccccc3[nH]2)oc1C
Multiplicity: 1
Frontier orbital gap in hartree: 0.33730

=====

What did we get for max |F|? Answer: 0.82; 0.59; 0.99; 0.70; 0.61; 0.69; 0.24; 1.10 eV Å⁻¹, in the order shown.